81
Properties=species:S:1:pos:R:3:forces:R:3 method="wB97M-V/def2-TZVPD" e_homo_ev="-12.4 / -12.4" s2=0.756 charge=+1 lumo_energy_ev="-4.45 / -7.38" gap_ev="7.96 / 5.03" spin_multiplicity=2
Ba 1.0018 3.0173 -1.8143 -1.275 -1.367 -0.116
O -2.3249 3.5820 0.6346 0.174 0.349 0.167
O -1.8679 -0.5310 -2.8611 -0.092 -0.393 -0.362
O 0.1277 1.2847 -3.7762 -0.525 1.528 2.691
O -3.1094 3.1632 -2.3491 1.412 0.777 -0.843
O 3.4681 -2.4354 -0.6358 -0.491 -0.353 0.289
O 0.5541 -4.5934 -3.5584 0.221 -0.142 -1.330
O 0.6927 0.4942 4.9472 -0.330 -0.222 0.152
O -1.2066 1.4156 -0.7383 2.517 -0.309 0.107
O -4.0515 -0.0509 0.3003 -0.682 -0.118 -0.218
O -1.5154 -3.9363 2.9440 0.388 0.465 0.456
O 2.0968 2.9149 4.0763 0.137 -0.150 0.469
O 4.0373 0.6921 -2.4476 -1.591 0.669 -0.275
O 2.0299 0.6567 -0.5599 -2.551 -0.174 0.735
O 4.1995 0.2284 1.3139 -0.034 0.269 -0.071
C 1.2877 2.8472 2.9524 -0.698 0.383 -1.305
C -4.4619 3.1756 -1.9915 -0.424 -1.171 0.081
C -0.5045 0.6333 0.2219 -1.002 0.597 -1.052
C -0.7599 -3.3128 1.9302 -0.366 -0.786 -0.921
C 5.3140 0.7865 -1.9255 2.598 -0.584 -0.034
C 2.7050 -3.2533 0.2396 -0.349 -0.500 0.727
C 0.7019 0.7255 -4.8712 1.377 -1.102 -2.671
C -3.0219 3.2026 1.8088 -0.368 0.698 0.029
C -3.8020 -0.7949 1.4865 0.993 0.638 -0.425
C -2.8313 -1.5375 -2.5154 -0.457 -0.006 0.645
C -0.0528 -0.0659 3.8884 0.596 -0.304 0.536
C 0.9024 -0.0874 -0.0890 0.363 1.251 0.387
C 0.0935 -3.3956 -3.0409 -0.825 0.265 1.506
C 3.7542 -0.0285 2.6407 0.116 0.155 -0.149
H -0.5231 -2.7814 -3.6971 0.129 -0.053 -0.384
H 2.9330 -1.6471 -0.7541 0.290 0.109 -0.225
H -0.3730 1.1643 1.1647 0.616 0.546 0.133
H -1.4438 -3.1437 1.0984 0.103 0.442 -0.409
H -3.1670 -1.6527 1.2651 -0.383 -0.537 -0.004
H -3.7891 -1.1500 -2.1683 -0.103 0.632 -0.496
H 2.9182 0.6185 2.9065 -0.035 0.037 0.173
H 1.7268 -3.5605 -0.1304 -0.060 0.041 -0.652
H -2.0277 2.7400 0.2820 0.303 -0.285 -0.722
H 5.6783 1.7525 -1.5760 -0.698 0.439 0.198
H -0.5699 -3.6943 -2.2292 0.042 0.406 0.369
H -3.2458 0.3512 -0.0327 0.212 0.078 0.070
H 0.5858 -0.2733 3.0298 0.123 0.040 -0.346
H -0.5988 0.6990 -3.5507 -0.911 -0.138 0.453
H -3.1768 -0.1792 2.1333 -0.290 0.110 0.645
H -1.6898 -0.0132 -2.0726 -0.140 0.489 0.592
H -2.3087 2.7810 2.5171 -0.315 -0.393 0.288
H -0.9186 0.5128 3.5667 -0.156 0.198 0.087
H 1.6398 2.1072 2.2337 0.429 -0.182 -0.161
H 5.5260 0.0552 -1.1455 -0.278 -0.038 0.141
H -0.2551 -2.3851 2.2000 0.019 0.033 0.296
H -5.0484 3.6662 -2.7682 0.260 0.373 0.194
H 3.4296 0.5774 -1.7134 0.102 -0.209 -0.011
H -4.7490 -1.0613 1.9558 0.223 -0.001 -0.130
H -1.2077 -0.1322 0.5499 0.453 -0.982 -0.089
H -2.5968 2.5488 -1.8186 -0.422 -0.215 0.305
H 0.2809 1.1360 -5.7890 0.031 0.070 -0.125
H 3.4276 0.2407 0.7434 0.117 -0.098 -0.074
H 0.2562 2.5499 3.1416 -0.063 0.053 0.618
H -3.8641 2.5657 1.5384 0.152 -0.505 0.287
H 0.5316 -0.3508 -4.8974 0.113 -0.074 0.041
H 0.9281 -2.8080 -2.6586 0.085 0.371 0.186
H 0.8261 -0.8672 -0.8467 -0.554 -0.276 -0.647
H 1.2032 3.7999 2.4297 0.096 0.198 -0.025
H -4.7888 2.1360 -2.0127 -0.476 -0.099 0.318
H 3.2148 -4.1779 0.5103 0.398 0.194 -0.424
H -4.6216 3.5891 -0.9957 -0.129 0.221 -0.087
H -0.3764 -1.0361 4.2654 -0.234 0.042 -0.091
H 2.4763 -2.7856 1.1972 0.259 0.456 0.214
H -3.4783 4.0802 2.2666 0.249 0.142 -0.031
H 1.7783 0.8969 -4.8736 0.068 -0.012 -0.008
H 6.0116 0.5534 -2.7299 -0.068 -0.149 -0.148
H 1.1444 -0.5990 0.8426 0.387 -0.188 0.109
H 1.0822 1.3482 4.7461 0.041 0.090 -0.097
H 3.4393 -1.0670 2.7423 0.136 -0.114 0.234
H -1.9835 -3.2222 3.3828 -0.277 -0.199 0.296
H -0.0334 -4.0330 1.5541 0.147 0.043 0.240
H -2.5276 -2.0741 -1.6166 0.540 -0.481 -0.230
H -3.0259 -2.2087 -3.3518 0.388 0.136 0.070
H 2.5435 3.7637 4.1162 -0.005 -0.049 0.121
H 0.7615 -4.3395 -4.4607 0.409 -0.822 -0.321
H 4.5887 0.2125 3.2993 -0.155 -0.253 0.050

---

68
Properties=species:S:1:pos:R:3:forces:R:3 method="wB97M-V/def2-TZVPD" de_lowest_kcal_mol=157.8 e_homo_ev="-7.3 / -7.9" s2=2.017 lumo_energy_ev="-1.48 / -1.69" gap_ev="5.82 / 6.17" spin_multiplicity=3
W 0.7241 -1.0646 0.9372 -2.676 0.553 2.879
As 0.3950 -1.6996 3.5030 0.469 1.137 0.751
As 0.2686 0.9265 -0.3242 0.521 1.705 -1.922
Cl 4.2526 -3.7780 -0.5174 0.010 0.021 0.006
S 1.7536 -2.4033 4.9939 -0.179 -0.264 -0.177
S 1.2766 0.3306 2.7831 -0.178 -0.274 0.289
S -1.0103 -1.1933 5.0420 -0.020 -0.257 -0.200
S -0.0972 -3.2118 0.3079 0.166 -0.410 0.085
Si -0.4596 -0.9711 -1.8792 -0.623 0.437 -1.877
Si 2.7236 0.9619 -0.1551 1.459 0.851 -0.423
Si -0.1109 3.0906 -1.4850 -1.005 0.336 0.822
O -5.2065 -3.1504 2.1216 -0.042 0.074 0.014
O 1.8206 -1.6667 -0.6110 0.427 -0.255 -0.225
O 2.0974 -2.3358 1.4571 1.393 -0.915 -0.318
N -1.4298 -0.6196 1.6022 -0.558 -0.192 0.711
N -3.9161 -3.1521 3.9965 -0.007 -0.005 0.078
C -2.3007 -1.0819 -1.5004 0.076 -0.068 0.196
C -1.8302 0.5869 2.0234 0.215 0.510 -0.041
C -1.9876 2.9593 -1.5952 0.203 -0.311 -0.222
C -3.0957 0.8632 2.4961 -0.148 0.172 -0.042
C 1.7990 -2.8118 0.2007 0.292 -1.716 -0.505
C 3.3277 1.1423 -1.9434 -0.303 -0.027 0.014
C -3.5480 -1.4383 2.4014 -0.119 -0.162 0.029
C 2.9339 2.6586 0.6490 -0.402 -0.101 0.008
C 2.5054 -4.0524 -0.2784 0.155 0.156 -0.107
C -4.0132 -0.1603 2.6467 0.185 -0.067 -0.023
C -0.4548 0.2015 -3.4023 0.124 0.200 0.393
C 0.7336 3.7054 -3.0237 0.337 -0.645 -0.059
C 0.1707 -2.4733 -2.8303 0.333 -0.225 0.420
C -4.3275 -2.6673 2.8042 0.027 -0.016 -0.044
C 3.9748 -0.1490 0.6939 -0.034 -0.261 0.214
C -2.2841 -1.6144 1.8791 -0.095 -0.416 -0.243
C 0.1224 4.3053 -0.0651 0.292 -0.274 -0.007
H 0.0198 -3.4168 -2.3140 0.006 -0.003 0.009
H -0.3564 -2.5156 -3.7865 -0.097 0.176 0.066
H 4.1118 0.4223 -2.1794 -0.052 -0.051 0.017
H -2.4506 3.9475 -1.6178 0.102 0.045 0.022
H 2.3299 2.7646 1.5518 0.039 0.041 0.024
H -0.7160 5.0032 -0.0291 -0.045 -0.058 -0.108
H -1.9351 -2.6207 1.6975 0.030 -0.007 -0.053
H 2.3798 -4.8341 0.4637 -0.003 0.009 0.036
H -3.3307 1.8795 2.7807 -0.001 -0.008 -0.024
H -4.3587 -3.9754 4.3696 -0.017 -0.014 -0.051
H 2.5164 1.0260 -2.6629 0.083 -0.062 -0.076
H -0.9832 1.1212 -3.1575 -0.044 0.009 -0.235
H 3.6984 -0.4372 1.7031 0.022 -0.013 0.028
H 0.1372 3.7378 0.8667 0.005 0.186 0.113
H 3.9772 2.8145 0.9288 0.024 -0.071 -0.082
H -2.3572 2.3916 -2.4476 -0.060 0.015 0.027
H 4.1624 -1.0542 0.1219 -0.054 0.005 -0.038
H 2.0835 -4.3589 -1.2306 -0.007 -0.002 -0.013
H 0.5586 0.4721 -3.7101 0.006 -0.061 0.010
H -3.1744 -2.7038 4.5203 0.053 -0.028 -0.073
H -2.8240 -1.1966 -2.4542 0.071 0.036 -0.027
H -1.0743 1.3573 2.0274 -0.040 0.066 -0.201
H -2.6578 -0.1607 -1.0317 -0.042 -0.020 -0.012
H -2.5878 -1.9229 -0.8712 0.047 0.012 0.043
H 1.8140 3.7557 -2.8765 -0.007 0.046 -0.039
H -2.3030 2.4426 -0.6853 -0.179 0.098 0.002
H -0.9473 -0.2776 -4.2518 -0.047 0.002 0.046
H 0.5385 3.0707 -3.8883 0.005 0.033 -0.002
H 3.7389 2.1471 -2.0762 0.029 -0.027 0.035
H 1.2363 -2.3653 -3.0393 -0.019 0.045 -0.035
H 4.9162 0.4071 0.7674 -0.143 0.228 -0.178
H 0.3692 4.7124 -3.2401 -0.094 -0.005 0.150
H 1.0438 4.8825 -0.1278 -0.001 -0.010 0.036
H 2.6388 3.4414 -0.0505 0.095 0.058 0.038
H -5.0220 0.0057 3.0012 0.040 0.042 0.070

---

119
Properties=species:S:1:pos:R:3:forces:R:3 method="wB97M-V/def2-TZVPD" de_lowest_kcal_mol=13.2 e_homo_ev=-3.0 charge=-1 lumo_energy_ev=1.85 gap_ev=4.87 spin_multiplicity=1
Te 0.8424 -2.7578 -0.4509 -0.280 -0.306 -0.204
P -0.5506 0.5540 2.6124 0.412 -0.221 0.600
Si 3.3908 -4.7177 -1.5767 0.431 0.072 1.128
Si -2.3755 -4.0718 -0.7432 0.775 -0.265 0.031
Al -0.5706 1.6713 0.0548 -0.116 0.947 -0.368
N -0.7241 1.2682 -2.0316 0.147 0.254 -0.808
N -2.4512 1.0507 -0.0791 0.183 -0.291 1.023
N -0.3909 3.3576 0.4050 -0.405 0.147 -0.082
C -2.9459 1.0026 -1.3330 -0.383 0.226 -1.315
C -2.4037 -2.4419 4.7780 0.533 -0.648 0.320
C 2.2810 1.0558 -5.0050 1.603 1.247 -0.643
C -0.3523 1.6950 4.0252 0.096 1.209 0.081
C -0.3071 4.1001 4.4784 0.465 0.954 0.716
C -0.6698 3.0368 3.6852 -0.536 -0.950 -0.064
C 0.8896 3.6160 -2.5762 0.900 0.400 -0.501
C -0.3127 4.6075 0.8918 1.057 -1.242 0.534
C 1.0892 6.3829 1.9570 1.240 -2.326 0.413
C 0.0193 7.2135 2.1309 -0.579 0.480 -0.706
C -4.3349 0.7623 -1.3152 -0.005 -0.242 -0.374
C -3.3248 -5.5954 -0.1568 -0.049 -0.378 -0.687
C 4.6943 -3.6052 -0.7441 0.163 -0.529 0.290
C -1.1810 6.7992 1.5965 -1.212 -1.074 0.066
C -4.6593 0.6145 0.0300 0.149 0.392 0.486
C 3.4950 0.2240 0.4631 -0.279 0.653 -0.574
C 2.9370 -5.8711 -0.1394 -0.691 -0.978 0.302
C -1.9740 1.1729 -2.3719 0.168 -0.486 0.459
C 2.3314 0.6831 -0.1545 -0.687 -0.496 1.914
C 0.2610 1.2098 -3.0950 0.286 0.011 -0.099
C 1.1444 2.3274 -3.2769 -1.148 -1.002 -1.001
C -0.5029 -4.4605 -0.4270 -0.527 -0.544 -0.629
C 1.1186 0.7231 0.5656 -0.150 0.580 -1.198
C 0.3246 1.4768 5.2282 0.338 -0.670 -0.264
C 0.3302 3.8412 5.7105 0.370 -0.559 -0.465
C 1.1483 0.4168 1.9061 -0.492 -1.093 0.575
C 1.9185 -3.6406 -2.0633 0.692 -0.356 -0.989
C -0.4822 -1.2299 -3.7754 0.222 0.984 0.134
C -2.8418 -2.5490 0.2118 -0.641 -0.068 0.250
C 0.7067 2.5399 6.0468 -0.434 -0.355 0.360
C 1.4586 -0.0165 -4.8320 -1.146 -0.340 0.274
C 2.3014 -0.0694 2.4959 1.794 -0.809 0.741
C -1.6522 -3.6042 4.4999 -0.373 0.934 -0.209
C 0.9587 5.0752 1.4309 0.053 1.613 -0.281
C -0.3475 4.3954 -3.0775 0.641 -1.671 -0.107
C -1.4018 5.4923 1.0606 0.185 2.375 -0.179
C -0.9177 -1.0754 3.3885 -0.049 -0.328 0.554
C -2.6162 -3.9550 -2.6165 0.397 0.521 0.092
C -3.4824 0.8237 0.7571 0.070 0.082 -0.287
C 4.3264 -5.4899 -3.0506 0.181 0.978 0.161
C -1.3605 -1.4994 -5.0144 0.769 -0.269 -0.811
C -0.5345 -3.4412 3.6834 -0.606 -0.558 0.261
C 2.1625 4.1649 1.3424 -0.903 0.417 1.285
C 2.1011 2.2341 -4.2816 -0.346 -0.401 0.900
C -2.0315 -1.2254 4.2444 0.370 1.283 -0.159
C 0.3839 0.0559 -3.9100 0.122 -0.359 0.501
C 3.5293 -0.1743 1.8022 -1.365 0.520 -0.580
C -2.7688 5.1721 0.5551 -1.174 -0.786 -0.294
C -0.1681 -2.2225 3.1453 -0.978 0.306 0.090
H -2.9893 -2.7901 1.2841 -0.469 0.013 -0.510
H -0.1562 4.8948 -4.0069 0.115 -0.017 -0.772
H -0.8272 -2.1095 -5.7886 -0.268 0.348 0.708
H -2.0051 -1.8810 0.2676 0.592 0.650 -0.340
H -3.2071 -2.4919 5.5044 -0.155 0.019 -0.219
H -2.2505 1.1539 -3.4211 -0.130 -0.052 -0.121
H 5.4101 -3.1645 -1.4230 0.123 0.239 -0.413
H 4.2581 -2.8065 -0.1597 -0.375 0.358 0.046
H 4.3776 0.2755 -0.1430 0.647 -0.225 -0.040
H -1.2495 3.7838 -3.1404 0.113 0.011 -0.035
H -2.5369 -0.2881 4.5315 -0.081 -0.648 -0.113
H -1.9967 -4.5668 4.8932 0.425 0.334 -0.171
H 1.5624 -0.9308 -5.4188 0.117 0.219 0.144
H -0.1117 -5.2044 -1.1920 -0.393 0.863 0.945
H 2.3277 3.8859 0.3175 0.338 -0.386 -0.373
H 0.5872 0.4472 5.5060 0.004 0.403 -0.096
H -1.2782 3.2312 2.8047 0.486 -0.067 -0.147
H -2.0382 7.4774 1.6816 0.110 -0.269 -0.130
H -1.0864 -1.1884 -2.8631 0.080 0.133 -0.197
H -3.0695 -5.9717 0.8291 0.276 0.150 0.219
H 0.6003 4.5769 6.4479 0.001 0.665 -0.270
H 2.0463 6.6581 2.4145 -0.086 -0.056 -0.347
H 0.8570 3.4222 -1.5052 -0.362 0.349 0.203
H -3.6876 -1.9782 -0.2403 0.480 -0.444 0.609
H -2.1635 -3.0497 -3.0326 0.198 -0.117 0.347
H 3.8197 -6.3735 0.2704 0.191 0.084 -0.271
H 3.1577 1.1026 -5.6870 -0.847 -0.614 0.260
H 5.2404 -6.0012 -2.6835 -0.423 0.402 -0.218
H 1.2009 -4.1703 -2.6945 -0.168 -0.137 0.228
H -0.4622 -4.9390 0.5565 0.226 0.002 -0.071
H 0.6436 -2.2131 2.4672 0.881 0.192 -0.414
H -2.7970 4.2623 -0.0643 0.320 0.071 0.357
H 4.4814 -0.4936 2.2276 -0.510 -0.073 0.194
H 5.3038 -4.1563 -0.0065 -0.259 -0.145 -0.320
H 1.2786 2.3288 6.9780 -0.590 0.263 -0.738
H -2.2919 -2.0312 -4.7952 0.146 0.271 0.022
H 1.9096 3.2900 1.9492 0.141 -0.395 -0.385
H -3.3482 0.8384 1.8238 0.060 -0.040 0.129
H -5.6290 0.4524 0.4703 -0.083 -0.099 -0.081
H -1.5525 -0.5565 -5.5285 -0.400 0.016 0.120
H 2.3090 -0.4711 3.5051 -0.234 0.331 0.198
H 0.0644 -4.2786 3.4018 0.299 -0.627 -0.004
H -3.2831 5.9172 -0.0700 0.577 0.349 0.164
H 1.7826 4.2484 -2.7813 -0.463 -0.212 0.340
H -0.5008 5.1388 -2.3741 -0.650 1.567 1.505
H 2.7607 3.0799 -4.4142 0.080 0.036 -0.200
H 2.5482 -5.3006 0.7265 0.033 0.034 -0.569
H -5.0491 0.6482 -2.1359 0.582 0.153 0.155
H -3.0397 -6.4027 -0.8850 -0.645 0.504 0.559
H 2.2061 -6.7064 -0.3113 0.458 0.815 -0.128
H 3.0378 4.6065 1.8325 -0.018 0.154 -0.409
H 0.1447 8.1950 2.5475 -0.055 0.317 0.184
H 4.6179 -4.5456 -3.6047 -0.049 -1.162 0.287
H -3.6413 -3.8888 -2.9777 -0.183 -0.444 0.159
H -4.4169 -5.4146 -0.1284 0.455 -0.229 -0.368
H -0.4468 5.1292 4.0702 -0.146 -0.846 0.670
H 3.8063 -6.1641 -3.7295 -0.140 0.093 0.051
H -3.4857 5.0070 1.3762 0.207 -0.140 -0.012
H 2.3104 -2.8930 -2.7646 -0.016 0.334 0.340
H 2.2868 1.0968 -1.1246 0.520 0.024 -1.186
H -2.0710 -4.7923 -3.0665 -0.331 -0.048 -0.102
H 0.2245 -2.0370 -3.6077 -0.012 -0.258 -0.040

---

11
Properties=species:S:1:pos:R:3:forces:R:3 method="wB97M-V/def2-TZVPD" de_lowest_kcal_mol=91.9 e_homo_ev=-10.0 lumo_energy_ev=0.42 gap_ev=10.42 spin_multiplicity=1
O -1.0173 -0.2884 -1.9393 0.215 0.376 -1.129
N -1.9009 -1.3879 0.4975 -0.330 -0.403 -0.415
C -1.1668 -0.6183 0.0554 -1.019 -1.145 2.694
C 1.0452 -0.1421 1.0193 0.223 0.269 -0.448
C -0.1917 0.3985 0.2888 0.530 0.771 -1.593
C -0.2408 0.5980 -1.7095 -0.797 -1.205 0.703
H 1.4057 -1.0644 0.5564 -0.022 0.186 -0.021
H 0.8895 -0.3598 2.0936 -0.378 0.246 -0.604
H -0.6873 1.1876 0.8850 0.464 0.128 -0.805
H 1.8159 0.6213 0.9560 0.258 -0.039 0.065
H 0.0484 1.0556 -2.7032 0.856 0.817 1.554

---

Copy entry 4 word for word.
11
Properties=species:S:1:pos:R:3:forces:R:3 method="wB97M-V/def2-TZVPD" de_lowest_kcal_mol=91.9 e_homo_ev=-10.0 lumo_energy_ev=0.42 gap_ev=10.42 spin_multiplicity=1
O -1.0173 -0.2884 -1.9393 0.215 0.376 -1.129
N -1.9009 -1.3879 0.4975 -0.330 -0.403 -0.415
C -1.1668 -0.6183 0.0554 -1.019 -1.145 2.694
C 1.0452 -0.1421 1.0193 0.223 0.269 -0.448
C -0.1917 0.3985 0.2888 0.530 0.771 -1.593
C -0.2408 0.5980 -1.7095 -0.797 -1.205 0.703
H 1.4057 -1.0644 0.5564 -0.022 0.186 -0.021
H 0.8895 -0.3598 2.0936 -0.378 0.246 -0.604
H -0.6873 1.1876 0.8850 0.464 0.128 -0.805
H 1.8159 0.6213 0.9560 0.258 -0.039 0.065
H 0.0484 1.0556 -2.7032 0.856 0.817 1.554